(1)
# C12H30O18S2V2

A structure of composition C12H30O18S2V2 (the ωB97M-V functional and the def2-TZVPD basis, the OMol25 dataset).

Last column: Mulliken charge in e.
Element x y z (Å)
V -5.56881 -11.76458 -3.78917  1.0359
V -6.35587 -8.55165 -5.69832  1.3441
S -3.87456 -10.86940 -6.07120  1.5736
S -4.21254 -8.67289 -3.16464  0.9811
O -8.13102 -9.58724 -6.95051  0.7547
O -5.94709 -8.92431 -8.30519  -0.1597
O -7.14876 -11.44478 -3.70425  -0.6290
O -5.05473 -7.76437 1.61039  -0.2587
O -6.67323 -7.18194 -6.31846  -0.6031
O -3.62551 -11.48705 -4.71775  -0.6354
O -4.97277 -9.94973 -3.02779  -0.3708
O -3.80538 -11.84154 -7.13897  -0.7789
O -2.79290 -8.93867 -3.34849  -0.6937
O -6.82604 -7.78483 -0.62697  -0.0259
O -10.05185 -7.15879 -5.90269  -0.0292
O -4.71496 -7.96960 -4.39246  -0.7445
O -4.49521 -7.86165 -1.98250  -0.5372
O -7.31493 -8.79648 -4.44673  -0.1433
O -2.93056 -9.79059 -6.25023  -0.7099
O -5.26685 -10.28579 -5.95107  -0.6230
O -5.01792 -12.48895 -2.43451  -0.5932
O -10.36966 -4.60660 -7.59821  -0.4470
C -7.97124 -7.71096 -1.40762  -0.9350
C -4.03626 -7.99754 2.53376  -0.8474
C -8.71543 -10.86160 -6.74633  -1.0485
C -4.65699 -9.25396 -8.86082  -0.9934
C -5.74163 -8.93318 1.17392  -0.3933
C -7.04466 -8.48995 0.55809  -0.6046
C -8.31221 -9.05497 -8.24664  -0.4031
C -10.06344 -5.82792 -5.45255  -0.5831
C -10.45613 -8.15419 -4.99076  -0.5874
C -7.05188 -9.33429 -9.05585  -0.6857
C -10.91883 -5.73013 -8.21782  -0.4208
C -9.52132 -4.86641 -6.48745  -0.4714
H -4.46523 -8.16148 3.53711  0.3008
H -11.54527 -5.47130 -9.07791  0.3381
H -8.73686 -7.06259 -0.93893  0.3233
H -8.89142 -10.96321 -5.67725  0.2220
H -7.71741 -7.26961 -2.37027  0.1356
H -3.47837 -8.92291 2.34389  0.3235
H -4.39626 -8.56979 -9.66965  0.2122
H -10.45330 -9.13059 -5.46201  0.0858
H -9.57269 -5.69324 -4.48103  0.4069
H -6.99596 -10.40238 -9.29914  0.3852
H -5.15882 -9.45925 0.41146  0.2565
H -9.29714 -3.93292 -5.97331  0.3634
H -5.92794 -9.56499 2.05308  0.4293
H -7.14374 -8.71269 -9.95702  0.3328
H -11.13546 -5.63468 -5.26228  0.4039
H -7.56867 -9.44104 0.36013  0.3259
H -11.61682 -6.36000 -7.65717  0.1575
H -9.67883 -10.95047 -7.26289  0.3468
H -8.47240 -8.66648 -1.60827  0.4039
H -11.42360 -7.87370 -4.54938  0.3694
H -9.23015 -9.34532 -8.75610  0.5727
H -8.30291 -7.96769 -8.12546  -0.2850
H -8.08586 -11.66156 -7.14434  0.1217
H -10.11525 -6.38033 -8.57331  0.1387
H -3.99382 -9.07031 -8.01512  0.2865
H -7.67286 -7.88310 1.22623  0.2895
H -8.55724 -5.24971 -6.84174  0.2586
H -3.34944 -7.15651 2.57441  0.2470
H -4.70314 -10.31956 -9.08100  0.4606
H -9.67353 -8.13181 -4.22186  0.0538

The multiplicity is 1. The total charge is -2. As for the orbital gap: 6.19 eV. Its HOMO energy is -0.076 hartree. The value obtained for the LUMO energy is 4.132 eV.


(2)
# C4H8O3

A cluster of 3 separate species, C4H8O3 in total (the ωB97M-V functional and the def2-TZVPD basis, the OMol25 dataset).

Last column: natural (NBO) charge in e.
Element x y z (Å)
O 1.29821 1.43869 1.97612  -0.5550
O 1.73578 -0.59546 0.31867  -0.6990
O -1.65921 -1.14071 -0.48091  -0.6701
C 0.26872 0.92889 1.75424  0.4496
C -0.06344 0.19432 -1.67422  -0.6577
C -0.52399 -0.39014 -0.37154  0.3233
C 0.39803 -0.61832 0.67924  -0.0852
H 0.54215 -0.53679 -2.22091  0.2354
H -1.20820 0.98423 0.20776  0.0007
H 2.20689 -0.01313 0.94178  0.4793
H -0.92595 0.47350 -2.28374  0.2296
H 0.55664 1.07561 -1.49374  0.2329
H -1.72796 -1.73113 0.28145  0.4809
H -1.02610 1.34339 0.97885  0.0581
H 0.12842 -1.41295 1.38695  0.1772

The multiplicity is 1. The total charge is 0. As for the orbital gap: 8.92 eV. Its HOMO energy is -0.309 hartree. The value obtained for the LUMO energy is 0.511 eV.


(3)
# C5H10O2

A cluster of 2 separate species, C5H10O2 in total (the ωB97M-V functional and the def2-TZVPD basis, the OMol25 dataset).

Last column: natural (NBO) charge in e.
Element x y z (Å)
O -0.16524 0.55827 2.66724  -0.5050
O 0.51878 -0.94962 -1.46193  -0.5275
C 1.63061 -0.48171 -0.69796  -0.0622
C -0.64550 -1.02516 -0.76199  0.1368
C -1.72932 -0.33692 -1.10118  -0.4835
C 1.51828 1.00908 -0.41807  -0.6461
C -1.23021 0.12075 2.31159  0.2795
H 0.77357 1.21444 0.35528  0.2223
H -1.69683 0.33349 -1.95529  0.2123
H 1.21251 1.52505 -1.33433  0.2130
H 2.47859 1.41808 -0.08668  0.2176
H -2.66577 -0.46489 -0.56778  0.2023
H 2.50454 -0.70305 -1.31452  0.1897
H -1.99910 0.74006 1.80979  0.1162
H 1.71325 -1.05376 0.23800  0.1691
H -0.62950 -1.71204 0.09276  0.1597
H -1.48912 -0.95108 2.43832  0.1058

The multiplicity is 1. The total charge is 0. As for the orbital gap: 10.20 eV. Its HOMO energy is -0.346 hartree. The value obtained for the LUMO energy is 0.775 eV.


(4)
# C13H37MgN4O7

A structure of composition C13H37MgN4O7 (the ωB97M-V functional and the def2-TZVPD basis, the OMol25 dataset).

Last column: natural (NBO) charge in e.
Element x y z (Å)
Mg -12.05861 0.36329 27.69604  1.0996
O -9.10362 2.87340 28.23354  -0.5092
O -11.02980 2.15398 27.62499  -0.7222
O -10.89742 4.06570 28.51169  -0.4716
O -5.52332 1.24522 25.92064  -0.5565
O -13.33229 0.95968 26.12742  -0.6161
O -11.03588 -0.33691 29.15121  -0.6616
O -7.29698 5.03297 28.29337  -0.7629
N -13.33391 1.16733 29.02869  -0.9811
N -10.83097 -0.41261 26.34871  -1.0201
N -10.30909 3.03936 28.14929  0.7425
N -8.33611 0.54214 26.35552  -0.8508
C -13.48481 1.58851 31.38333  -0.6294
C -11.66431 -0.00035 30.39963  -0.0876
C -4.35957 2.01509 25.83234  -0.2441
C -10.79558 -0.78318 23.96529  -0.6303
C -12.57060 1.20303 30.25650  -0.1146
C -7.28589 0.12334 27.25693  -0.0593
C -6.04399 1.10453 27.24264  -0.0874
C -14.73883 0.88548 26.23877  -0.2944
C -10.39401 -1.58085 29.18279  -0.2683
C -6.88518 -1.28561 26.74130  -0.6263
C -12.86642 0.25873 25.03552  -0.0893
C -7.87417 6.34179 28.48961  -0.2503
C -11.32122 0.13492 25.09685  -0.0803
H -15.22189 1.30283 25.35527  0.1836
H -10.00447 -1.95346 28.23541  0.2085
H -3.90137 1.84978 24.85724  0.1920
H -7.97130 4.37351 28.47225  0.4908
H -10.94197 1.14865 24.96789  0.2088
H -10.90634 -0.39355 22.95335  0.2244
H -14.20780 0.71063 29.24739  0.3859
H -6.63666 -1.42096 25.68867  0.2264
H -8.52912 1.50804 26.57884  0.3895
H -13.07239 1.32901 32.35835  0.2203
H -10.77313 -1.39907 26.13976  0.3802
H -13.19926 -0.77771 25.09125  0.1783
H -14.42042 1.02932 31.38923  0.2115
H -13.26651 0.59974 24.08067  0.1911
H -11.20809 -1.77822 24.13212  0.2067
H -9.71660 -0.90608 24.05916  0.2222
H -13.84851 2.61574 31.40841  0.2328
H -6.19688 -1.74338 27.45178  0.2125
H -8.24157 6.43483 29.51160  0.1644
H -15.24598 -0.06385 26.41099  0.2021
H -7.80006 0.87088 25.56516  0.3715
H -10.96111 -2.34168 29.71910  0.2020
H -7.73578 0.11049 28.24968  0.2022
H -13.61883 2.10227 28.77413  0.3984
H -7.69868 -1.98432 26.93655  0.1996
H -3.59299 1.71833 26.54816  0.1639
H -8.74337 6.41658 27.83615  0.1644
H -10.75674 0.33812 30.89948  0.1930
H -4.55247 3.06885 26.03354  0.1763
H -12.11029 -0.80298 30.98700  0.2067
H -9.50386 -1.42012 29.79099  0.1735
H -9.86693 -0.11450 26.30557  0.4414
H -5.37497 0.80082 28.04778  0.1726
H -11.82706 1.99957 30.22886  0.2212
H -6.27478 2.12399 27.55174  0.1878
H -7.23133 7.16588 28.18021  0.1762
H -15.00560 1.46183 27.12463  0.1888

The multiplicity is 2. The total charge is 0. As for the orbital gap (spin up / spin down): 3.30 / 9.84 eV. Its expectation value of S² is 0.7504. Its HOMO energy (spin up / spin down) is -0.105 / -0.346 hartree. The value obtained for the LUMO energy (spin up / spin down) is 0.427 / 0.430 eV.


(5)
# CHClO2PS

A cluster of 2 separate species, CHClO2PS in total (the ωB97M-V functional and the def2-TZVPD basis, the OMol25 dataset).

Last column: natural (NBO) charge in e.
Element x y z (Å)
Cl 4.55921 0.07331 0.29781  -0.9961
S -0.77442 -2.14946 0.45554  0.2264
P -1.16370 0.82424 0.02878  2.1686
O -0.55215 2.02283 -0.53739  -0.9694
O -2.53305 0.73188 0.57535  -0.9908
C -0.21557 -0.73831 -0.17456  -0.6803
H 0.67968 -0.76450 -0.64554  0.2416

The multiplicity is 1. The total charge is -1. As for the orbital gap: 3.73 eV. Its HOMO energy is -0.136 hartree. The value obtained for the LUMO energy is 0.018 eV.


(6)
# C6H5Cl2NO2

The molecule C6H5Cl2NO2 (the ωB97M-V functional and the def2-TZVPD basis, the OMol25 dataset).

Last column: natural (NBO) charge in e.
Element x y z (Å)
Cl 0.64533 3.23148 0.71599  -0.0073
Cl 2.64107 -1.43689 1.13218  0.0025
O 0.78070 0.00948 -1.86373  -0.3649
O 2.80863 -0.41428 -1.35091  -0.3467
N 1.63346 -0.33226 -1.08200  0.4818
C -1.72157 0.04013 -0.37641  -0.1136
C -0.27594 1.74231 0.74387  -0.1839
C 1.22178 -0.90219 0.17217  0.0603
C -1.20755 -1.15736 0.05595  -0.2522
C 0.05663 -1.42481 0.59762  -0.1767
C -0.93364 1.31493 -0.36860  -0.2670
H -1.84863 -2.07788 0.29306  0.2284
H -0.31304 1.27482 1.73504  0.2152
H -2.70475 0.05303 -0.85548  0.2282
H 0.00866 -1.98292 1.54390  0.2517
H -0.79115 2.06242 -1.09265  0.2442

The multiplicity is 1. The total charge is 0. As for the orbital gap: 7.72 eV. Its HOMO energy is -0.332 hartree. The value obtained for the LUMO energy is -1.325 eV.


Maximum force, record by record: 0.120 0.019 0.011 0.055 0.090 0.071 hartree/bohr
Energy, record by record: -4513.9687 -382.7826 -346.9155 -1463.0936 -1388.9887 -1357.0501 Ha
Molar mass, record by record: 628.4 104.1 102.1 385.8 143.5 194.0 g mol⁻¹